{"formula": "C66H168N12O21", "method": "ωB97M-V/def2-TZVPD", "smiles": "COC[C@H](C)N.COC[C@H](C)N.COC[C@H](C)N.COCCNCCOC.COCCNCCOC.COCCNCCOC.COCCNCCOC.COCCNCCOC.COCCNCCOC.COCCNCCOC.COCCNCCOC.COCCNCCOC", "total_energy_ev": -132030.947, "elements": ["C", "O", "C", "C", "C", "N", "H", "H", "H", "H", "H", "H", "H", "H", "H", "H", "H", "C", "O", "C", "C", "C", "N", "H", "H", "H", "H", "H", "H", "H", "H", "H", "H", "H", "C", "O", "C", "C", "C", "N", "H", "H", "H", "H", "H", "H", "H", "H", "H", "H", "H", "C", "O", "C", "C", "N", "C", "C", "O", "C", "H", "H", "H", "H", "H", "H", "H", "H", "H", "H", "H", "H", "H", "H", "H", "C", "O", "C", "C", "N", "C", "C", "O", "C", "H", "H", "H", "H", "H", "H", "H", "H", "H", "H", "H", "H", "H", "H", "H", "C", "O", "C", "C", "N", "C", "C", "O", "C", "H", "H", "H", "H", "H", "H", "H", "H", "H", "H", "H", "H", "H", "H", "H", "C", "O", "C", "C", "N", "C", "C", "O", "C", "H", "H", "H", "H", "H", "H", "H", "H", "H", "H", "H", "H", "H", "H", "H", "C", "O", "C", "C", "N", "C", "C", "O", "C", "H", "H", "H", "H", "H", "H", "H", "H", "H", "H", "H", "H", "H", "H", "H", "C", "O", "C", "C", "N", "C", "C", "O", "C", "H", "H", "H", "H", "H", "H", "H", "H", "H", "H", "H", "H", "H", "H", "H", "C", "O", "C", "C", "N", "C", "C", "O", "C", "H", "H", "H", "H", "H", "H", "H", "H", "H", "H", "H", "H", "H", "H", "H", "C", "O", "C", "C", "N", "C", "C", "O", "C", "H", "H", "H", "H", "H", "H", "H", "H", "H", "H", "H", "H", "H", "H", "H", "C", "O", "C", "C", "N", "C", "C", "O", "C", "H", "H", "H", "H", "H", "H", "H", "H", "H", "H", "H", "H", "H", "H", "H"], "coordinates": [[5.9895, 5.0978, 0.4329], [5.4301, 4.3807, -0.6258], [4.3623, 5.1124, -1.1451], [3.7263, 4.3238, -2.3104], [3.3068, 2.9497, -1.8319], [4.5557, 4.0550, -3.4647], [6.5794, 5.9688, 0.0883], [6.6599, 4.4110, 0.9018], [5.3141, 5.5884, 1.1593], [3.6177, 5.1882, -0.4010], [4.7408, 6.0966, -1.4982], [2.8506, 4.8976, -2.6350], [2.8756, 2.4555, -2.6801], [2.4769, 2.8935, -1.1301], [4.1787, 2.4279, -1.4148], [4.8205, 4.9008, -3.9701], [5.5118, 3.8079, -3.2175], [-4.5822, -3.1754, 2.5744], [-4.8729, -2.7918, 1.2460], [-4.1520, -3.5964, 0.3222], [-4.2601, -3.0828, -1.1214], [-3.1174, -3.6756, -1.9217], [-4.2482, -1.6104, -1.2303], [-5.1281, -2.5440, 3.2728], [-3.4850, -3.0545, 2.7591], [-4.8388, -4.2422, 2.7451], [-3.1440, -3.5936, 0.6408], [-4.6780, -4.5652, 0.3557], [-5.1493, -3.4271, -1.6148], [-2.9207, -4.7565, -1.6886], [-2.2040, -3.1480, -1.6889], [-3.3168, -3.5353, -3.0011], [-5.0922, -1.1551, -0.8917], [-3.3840, -1.1479, -0.9605], [-1.9146, -0.8035, 1.4729], [-1.6579, -0.8672, 0.0331], [-0.4279, -0.3407, -0.2425], [-0.1921, -0.4356, -1.7710], [1.0754, 0.3165, -2.0520], [-1.3083, 0.2230, -2.3666], [-1.1541, -1.3875, 1.9942], [-2.8828, -1.2266, 1.5114], [-1.9031, 0.2453, 1.7642], [-0.4356, 0.7525, -0.0182], [0.3529, -0.8538, 0.3680], [-0.0802, -1.4863, -1.9850], [1.9428, 0.0259, -1.4922], [0.9840, 1.4039, -1.9154], [1.3155, 0.2246, -3.0859], [-1.1894, 0.3612, -3.3768], [-2.1008, -0.4027, -2.3041], [-6.4740, 4.2245, -2.3924], [-5.4286, 3.2588, -2.4097], [-4.4983, 3.5643, -3.4932], [-3.7354, 2.3468, -3.8782], [-4.5996, 1.4133, -4.5290], [-4.0416, 0.0717, -4.7490], [-3.0100, 0.0593, -5.8489], [-1.7210, 0.6470, -5.3875], [-0.7396, 0.5209, -6.4154], [-7.2045, 3.9093, -1.6195], [-6.9767, 4.3901, -3.3763], [-5.9873, 5.1903, -2.1271], [-3.8567, 4.4125, -3.1599], [-5.1394, 3.8715, -4.3479], [-3.3290, 1.9547, -2.9374], [-2.9098, 2.5566, -4.5327], [-5.4614, 1.2876, -3.9912], [-4.8858, -0.5630, -5.0606], [-3.6569, -0.4679, -3.8657], [-3.3525, 0.6702, -6.6613], [-2.7735, -0.9617, -6.1799], [-1.0055, 1.2091, -7.1824], [-0.7945, -0.5079, -6.7861], [0.2261, 0.7591, -5.9817], [1.8737, -3.9322, 7.7233], [2.8879, -4.7207, 7.1139], [4.1718, -4.0817, 7.0475], [4.2780, -2.9855, 5.9497], [4.2283, -3.4073, 4.5970], [2.8701, -3.6160, 4.1205], [2.7967, -4.0465, 2.6755], [1.4497, -4.4263, 2.2827], [0.8033, -3.4108, 1.4926], [1.4734, -3.0895, 7.1648], [2.3480, -3.4721, 8.5824], [1.0713, -4.6235, 8.0770], [4.8833, -4.8611, 6.7254], [4.4400, -3.7055, 8.0765], [5.2640, -2.5805, 6.0800], [3.5581, -2.1971, 6.0801], [4.8549, -2.9521, 3.9844], [2.2405, -2.7114, 4.2738], [2.4372, -4.4002, 4.7370], [3.3928, -4.9282, 2.4546], [3.0837, -3.2714, 1.9394], [0.6154, -2.5245, 2.0791], [-0.1748, -3.8214, 1.2216], [1.4687, -3.1706, 0.6639], [3.0100, 0.5192, 1.4487], [3.5848, 0.3988, 2.7193], [2.6942, 0.8834, 3.6742], [3.3125, 0.9240, 5.0666], [2.2624, 0.8877, 6.0915], [2.8333, 1.0300, 7.4786], [1.7587, 0.8128, 8.5232], [1.4095, -0.5639, 8.4672], [0.2457, -0.7865, 9.2912], [3.6710, -0.0602, 0.7700], [2.9348, 1.6003, 1.1403], [1.9817, 0.1490, 1.4011], [1.7812, 0.2588, 3.6651], [2.3882, 1.9314, 3.4563], [3.8439, 1.8826, 5.2068], [3.9975, 0.1073, 5.2175], [1.7994, -0.0093, 6.1030], [3.2229, 2.0070, 7.6525], [3.6366, 0.2954, 7.6217], [0.8702, 1.4180, 8.1968], [2.0110, 1.1862, 9.5152], [-0.6471, -0.1974, 9.0005], [0.4166, -0.5456, 10.3048], [0.0071, -1.8542, 9.1911], [2.0038, 4.9586, 2.1758], [1.3181, 5.0568, 0.9435], [0.3132, 4.0489, 0.7343], [-0.1981, 4.1213, -0.6681], [-1.1045, 5.2656, -0.9260], [-1.2831, 5.6333, -2.2951], [-2.0597, 6.9383, -2.3415], [-1.2889, 7.9651, -1.7017], [-1.9907, 9.1847, -1.4196], [2.4584, 3.9835, 2.2698], [1.3451, 5.1442, 3.0807], [2.7308, 5.7851, 2.1093], [-0.4504, 4.3055, 1.4636], [0.7245, 3.0084, 0.9239], [-0.6472, 3.1845, -0.9919], [0.7578, 4.2931, -1.2256], [-0.8061, 6.0803, -0.4291], [-1.8993, 4.8257, -2.7948], [-0.3495, 5.6989, -2.8657], [-3.0326, 6.7394, -1.8528], [-2.2979, 7.1541, -3.4224], [-2.8682, 8.9875, -0.7690], [-2.3961, 9.5625, -2.3658], [-1.2564, 9.8618, -1.0275], [0.1584, 2.9373, -4.1986], [-0.0042, 3.5846, -5.4516], [1.2145, 3.9843, -5.9975], [2.0591, 2.8660, -6.5654], [2.6787, 1.9752, -5.6165], [3.4810, 0.9472, -6.2938], [4.4421, 0.2017, -5.3982], [5.4522, 1.0389, -4.9028], [5.9057, 0.6856, -3.6339], [-0.8619, 2.7770, -3.8177], [0.6942, 3.5362, -3.4327], [0.7054, 1.9901, -4.2694], [1.7065, 4.5083, -5.1960], [1.0056, 4.6880, -6.7975], [2.8634, 3.2987, -7.2175], [1.4645, 2.3014, -7.2649], [3.3484, 2.5485, -5.0527], [3.8924, 1.4078, -7.2120], [2.7440, 0.2334, -6.6377], [4.8950, -0.6397, -6.0052], [3.8868, -0.2901, -4.5845], [6.3324, -0.3282, -3.6715], [5.1005, 0.7275, -2.8989], [6.6559, 1.4154, -3.3501], [-0.8927, -2.6969, -4.3377], [-1.1937, -3.9456, -5.0241], [-2.1235, -3.8766, -6.0851], [-2.5190, -5.3125, -6.4191], [-3.2555, -5.8852, -5.3478], [-3.9007, -7.1476, -5.6473], [-2.8397, -8.2896, -5.7807], [-2.1692, -8.2867, -4.5514], [-0.9932, -9.0624, -4.5308], [-1.7790, -2.0507, -4.1777], [-0.1881, -2.1522, -4.9575], [-0.4697, -3.1140, -3.4387], [-1.7724, -3.3060, -6.9604], [-3.0223, -3.3804, -5.6437], [-1.5901, -5.9157, -6.6538], [-3.1605, -5.3705, -7.2877], [-2.6943, -6.0414, -4.5032], [-4.4565, -7.0912, -6.5600], [-4.5206, -7.4036, -4.7703], [-2.1357, -7.9872, -6.5575], [-3.2788, -9.2765, -5.9669], [-0.6810, -9.1205, -3.5064], [-0.2948, -8.5911, -5.2173], [-1.1929, -10.0800, -4.8337], [-5.1685, 0.4816, 2.3033], [-4.2685, 1.4986, 2.0139], [-4.3963, 2.0518, 0.7652], [-3.2848, 3.0313, 0.4981], [-3.3797, 4.3578, 1.0911], [-3.2702, 4.4325, 2.5015], [-2.8475, 5.8277, 2.9005], [-1.5224, 5.9634, 2.4366], [-0.9917, 7.2716, 2.3947], [-5.1002, 0.2113, 3.3374], [-5.1007, -0.4082, 1.6642], [-6.2004, 0.8239, 2.2691], [-5.3921, 2.5160, 0.7121], [-4.3064, 1.2851, -0.0480], [-3.2452, 3.1758, -0.5847], [-2.4331, 2.3811, 0.7997], [-2.7259, 4.9588, 0.6431], [-2.5869, 3.6528, 2.9047], [-4.2615, 4.2040, 2.9352], [-2.9107, 5.9507, 4.0289], [-3.4506, 6.6352, 2.4206], [0.0616, 7.1903, 2.1478], [-1.1095, 7.7045, 3.3593], [-1.5803, 7.8794, 1.7063], [0.2265, 6.2077, 5.9558], [1.0846, 5.1220, 5.5850], [0.6285, 3.8325, 6.0468], [-0.5972, 3.2663, 5.2904], [-0.7557, 1.8786, 5.6612], [-1.8266, 1.2044, 5.0093], [-1.8876, -0.3160, 5.3790], [-0.7148, -0.9237, 4.8149], [-0.7071, -2.2966, 5.1092], [-0.7966, 6.0908, 5.6435], [0.6401, 7.0450, 5.4098], [0.3176, 6.4670, 7.0297], [0.3054, 3.9337, 7.1255], [1.5160, 3.2112, 5.9820], [-0.4904, 3.2742, 4.2319], [-1.4960, 3.8072, 5.5269], [0.1365, 1.3869, 5.6621], [-1.7999, 1.2796, 3.8798], [-2.8064, 1.7091, 5.2704], [-2.8204, -0.7562, 4.9526], [-1.9713, -0.5279, 6.4648], [-1.5870, -2.8096, 4.7367], [-0.6486, -2.4654, 6.1989], [0.1481, -2.8365, 4.6825], [3.0349, -2.9271, -2.7349], [3.3207, -3.8052, -1.7094], [2.4525, -4.9237, -1.8170], [2.8017, -5.8074, -0.5418], [2.1713, -7.1196, -0.5455], [2.5444, -7.8834, 0.6246], [2.1241, -9.3401, 0.5103], [2.7899, -9.8861, -0.5885], [2.5024, -11.2550, -0.7996], [2.0313, -2.4892, -2.6369], [3.0647, -3.4218, -3.6884], [3.7779, -2.0957, -2.7889], [1.4279, -4.5063, -1.9020], [2.7298, -5.4766, -2.6989], [3.8933, -5.9423, -0.5589], [2.5392, -5.1790, 0.3280], [2.5061, -7.6339, -1.3590], [3.5957, -7.8329, 0.8734], [2.0155, -7.4448, 1.4446], [2.4648, -9.8071, 1.4329], [1.0340, -9.4236, 0.4569], [1.5541, -11.5537, -0.3597], [3.2794, -11.8541, -0.3071], [2.4649, -11.4099, -1.8830]], "atomic_forces_ev_per_a": [[0.9342, 0.9707, 0.1177], [-0.0274, 0.1148, 0.3511], [0.2985, -0.2253, -2.2165], [-0.0026, 0.1236, 0.9312], [-0.4097, -0.1944, 0.3656], [1.3973, 0.9843, -1.1722], [0.0362, -0.3083, -0.3000], [0.4168, -0.2425, 0.7064], [-0.3763, -0.8543, -0.2453], [-1.0586, 0.6269, 0.9849], [-0.3943, -0.2017, 0.2109], [0.0370, -0.0692, -0.0518], [0.2666, -0.6792, -0.6446], [0.2183, 0.5419, 0.5959], [-0.3398, -0.0652, -0.2389], [-0.8351, 0.2963, -0.0868], [-0.2474, -0.8239, 0.6599], [0.7213, -0.4389, -0.2395], [-0.2011, 0.4993, 0.2191], [-2.3621, 0.0638, -0.3860], [0.6422, 1.1752, 0.5175], [0.1760, -0.5843, -0.4982], [-0.2232, -0.4775, -0.7914], [-0.0952, 0.0262, -0.1458], [-0.6136, -0.1219, 0.0749], [0.0493, 0.4429, 0.0150], [1.4078, -0.4766, 0.2283], [0.9080, -0.3166, 0.0136], [-0.8245, -0.1339, 0.2014], [-0.4091, 0.8478, -0.3104], [0.4142, 0.2371, 0.1521], [0.1626, -0.3190, 0.4923], [0.5158, -0.2215, 0.1209], [-0.3643, -0.2766, 0.4199], [0.7124, 0.1738, -2.0059], [-0.9181, -0.6720, 1.6277], [1.1203, 0.7995, -0.8547], [0.7312, 0.7445, 2.5491], [0.0316, 0.8892, -0.4641], [-0.6105, -0.0158, -1.2210], [-0.1473, 0.0888, 0.1859], [-1.0551, -0.3526, 0.7522], [-0.0639, -0.0139, 0.3109], [0.2346, -0.3685, 0.1624], [-0.1704, 0.2906, -0.4952], [0.0478, -0.6345, -0.4604], [0.3816, -0.5352, 0.4794], [-0.4451, -0.2997, 0.2535], [0.4419, -0.2144, -1.0413], [0.1019, 0.0512, 0.2980], [-0.3597, 0.1443, 0.1060], [0.5142, 0.4363, 0.4392], [0.0675, -0.0853, -1.1861], [-1.2793, 1.0176, 0.2715], [0.1569, -0.1601, 1.2396], [-0.8803, -1.3852, -0.1812], [-0.3222, -0.1340, -0.1049], [1.6879, 0.3317, 0.8940], [-1.1653, -0.8236, -0.1551], [-0.8861, -0.5486, 1.0718], [0.4510, 0.3216, -0.5007], [0.3022, -0.4914, 0.5314], [-0.6605, -0.2332, 0.0970], [-0.3077, -0.5053, -0.3299], [0.5585, 0.1200, 0.2172], [0.3379, -0.2205, 0.0559], [0.3999, 0.4048, -0.2527], [0.4166, 0.2723, -0.0864], [0.2376, 0.1642, -0.2063], [0.0692, 0.5017, 0.1381], [-0.2624, 0.2149, -0.6993], [-0.2512, 0.1168, -0.0235], [0.1339, 0.5860, -0.9817], [0.4328, 0.0145, -0.2178], [0.1290, -0.0435, -0.0637], [0.4243, -0.7005, 0.9172], [0.0572, 0.2376, -0.4277], [-0.4708, -0.0936, -0.5289], [0.6351, -0.1598, 0.9202], [-1.0820, -1.9034, -0.2066], [0.0841, 0.3183, -0.0622], [-0.9429, -0.0582, -1.3243], [0.1086, 0.6370, 0.3024], [0.2854, -1.1402, 0.8279], [-0.0606, -0.1604, -0.6613], [-0.1925, 0.2208, 0.6589], [0.5504, 0.5891, -0.4706], [-0.3117, 0.1326, 0.3961], [-0.1289, -0.0673, -0.9816], [0.5465, 0.5505, 0.3624], [-0.5659, 0.6740, 0.6624], [0.3263, 0.6968, -0.5687], [0.1938, -0.1122, -0.1364], [-0.1543, -0.1056, -0.0164], [0.3415, -0.0659, 0.3555], [0.4063, -0.0228, 0.5999], [0.1037, 0.5149, 0.3132], [0.3153, 0.0760, -0.3991], [-0.3679, 0.1255, -0.4606], [0.5597, 0.5357, -0.9994], [0.1242, -0.0158, 0.1489], [-0.6780, 0.6105, 0.7832], [-0.5100, 0.4712, 0.3857], [0.5063, 0.4879, 1.2378], [-0.6123, -0.8404, -0.6406], [-0.9904, 0.3381, -1.6070], [-1.0887, 0.4567, 1.1777], [-0.1955, -0.7818, -1.7011], [-0.5779, 0.5297, 0.1375], [0.3196, -0.7956, 0.0842], [0.0201, -0.3318, 0.1548], [0.0883, 0.1420, 0.1681], [-0.0551, -0.4616, -0.2337], [0.0327, -0.4666, -0.1274], [0.6489, -0.4526, -0.1682], [-0.1155, -0.3571, -0.2791], [0.4654, 0.9013, -0.3096], [0.0915, 0.0831, 0.1225], [0.4775, -0.3621, 0.2356], [0.3898, -0.3849, 0.2436], [0.5200, -0.1132, -0.3803], [0.5542, 0.1847, 1.3170], [0.0211, 0.3115, 0.1404], [-0.9559, 1.1934, 0.3710], [-0.1812, -0.4384, -0.6799], [0.2400, -0.3074, 1.2625], [0.9126, 1.5279, -0.9681], [0.1342, -1.1874, 0.9021], [-0.7890, -0.7623, -0.6412], [-0.2758, -0.0717, -0.8637], [-0.5322, -0.3395, -0.0538], [-0.7085, -1.5318, -1.0328], [0.4710, -0.3354, 0.1398], [0.5126, -0.2745, -0.9520], [0.0529, -0.5813, 0.3649], [-0.4018, -0.5961, 0.1182], [-0.2446, 0.9943, -0.0784], [-0.1462, -0.0700, -0.0051], [-0.5632, -0.3662, -0.2597], [0.4724, 0.3651, 0.4731], [0.5980, 0.8875, 0.2778], [0.1794, 0.1650, -0.0340], [0.3054, 0.4369, 0.1964], [0.3497, 0.2766, 0.8642], [0.6089, 0.2525, 0.0610], [0.0679, 0.2914, 0.0797], [0.0574, 0.3381, 0.4105], [-0.7121, -0.1632, 0.5853], [-0.4949, -0.4991, 0.3641], [0.1747, -0.0981, 0.0044], [1.0314, 0.4077, -0.8423], [1.3362, 0.3369, 1.4675], [-1.0475, 0.7001, -0.2468], [0.2739, -0.8770, -0.8134], [-0.3683, 0.5616, -0.5231], [0.1506, -0.3664, 0.0531], [0.4484, -0.1513, -0.0710], [-0.0616, 0.1791, -0.5529], [-0.2708, 0.2199, -0.1615], [0.9459, 0.4703, 0.2439], [-0.1138, 0.1201, -0.1236], [-0.4364, 0.1890, 0.2515], [-0.5161, -0.3918, -0.2042], [-0.6809, -0.5044, -0.3127], [0.6546, -0.4103, 0.3003], [-0.0715, -0.5927, -0.3414], [-0.2985, 0.6843, 0.5036], [-0.0249, 0.2906, 0.0112], [0.0851, 0.1485, 0.3131], [-0.1374, -0.1118, 0.1179], [0.2304, -0.0517, 0.0671], [-0.6994, -1.4015, -1.2874], [0.1947, 0.5732, 0.0542], [-0.9103, 0.1204, 0.8227], [1.4566, -0.2060, -0.2621], [-0.7482, -0.3424, 1.2957], [1.2507, -1.0492, 1.0099], [-0.5906, 1.0052, 0.3135], [-0.1415, -0.1987, 0.7278], [-0.7636, 0.3257, -0.3678], [0.2862, -0.5296, 0.1260], [0.3830, 0.3210, 0.1722], [0.2748, 0.7063, 0.5182], [0.1632, -0.1522, 0.1636], [0.2206, -0.1181, -0.6913], [-0.5252, 0.7283, -0.0143], [-0.0860, 0.3167, -0.4764], [-0.0957, 0.3869, -0.5646], [-0.6461, 0.1402, -0.4563], [-0.1123, 0.0491, -0.5918], [0.0629, -0.3794, -0.4059], [-0.0190, 0.0770, -0.2587], [0.5640, 0.3211, 0.4061], [0.6305, -0.1786, 0.1362], [-0.0784, -0.4926, -0.3964], [-1.0144, -0.1744, -0.1413], [0.9709, -0.5526, 1.5400], [-1.0706, 0.3829, -1.6430], [0.0493, -0.1270, -0.2031], [-0.6400, -1.1479, -0.8374], [-0.8688, -0.3110, 0.9509], [0.1752, 0.4804, 0.8080], [0.6137, -0.2820, -0.0373], [-0.7731, -0.6942, -0.0844], [0.7323, -0.3352, 0.6542], [0.2966, 0.1490, -0.0259], [-0.4206, 0.3517, -0.5230], [0.0082, 0.0810, -0.4026], [-0.2329, 0.2214, 0.5232], [0.1251, -0.0490, 0.0837], [0.5126, 0.8044, 0.0158], [0.7014, 0.3509, -0.5028], [0.0376, 0.4964, 0.0745], [0.3332, 0.1272, 0.1428], [0.1336, -0.0088, -1.0507], [-0.0743, -0.6508, 0.2906], [-0.0212, 0.1086, -0.2851], [0.1360, 0.6726, 1.0640], [0.2614, 0.1797, -0.3898], [1.4470, 0.0136, 0.0253], [-1.0388, -0.3024, 0.3849], [-0.7378, 1.2583, 0.6288], [1.1036, -0.7832, 0.5669], [0.2107, -0.1509, 1.3044], [-1.2661, -0.7590, -0.4178], [-0.2673, 0.9414, -0.6435], [-0.5195, -0.0025, 0.2686], [0.5032, -0.7134, 0.5998], [-0.5447, -0.3114, 0.0007], [-0.0444, 0.3784, -0.1308], [-0.2468, -0.4291, -0.3161], [0.4964, -0.2384, -0.7952], [-0.2571, -0.3673, -0.0707], [0.4492, 0.7444, -1.3186], [-0.4900, 0.3855, 0.2393], [-0.2496, 0.0693, -0.2860], [0.1519, -0.1777, 0.7257], [0.8640, -0.6115, -0.0370], [0.5833, 0.1559, -0.1374], [0.4381, 0.3932, -0.2938], [-0.4920, -0.0046, -0.1328], [-0.1430, 0.0829, -0.1575], [-0.0236, 0.6168, -0.1454], [0.3297, 1.6234, -0.4564], [0.1999, -0.2378, 0.4483], [0.6757, -0.3381, 1.8868], [-0.4262, 1.0446, -1.2232], [-0.0578, 0.1924, -0.4620], [-0.8241, -0.2829, -0.2481], [0.4750, 0.9627, 0.6648], [-0.3479, -0.1952, -0.5282], [0.4041, 0.1180, 0.0109], [0.0071, 0.0635, 0.0887], [0.0305, -0.3850, -0.7542], [-0.4530, -0.6199, 0.3703], [0.1465, -0.8110, 0.2843], [-0.2036, -0.3492, -0.6791], [0.0437, 0.3968, 0.0536], [-0.0404, -0.7720, -0.1964], [-0.1027, 0.1530, 0.0607], [0.7134, -0.0058, -0.1049], [-0.3471, 0.2301, 0.8276], [-0.0730, -0.3968, 0.2769], [-0.0212, -0.0970, -0.2894], [-0.3025, 0.1032, -0.0224], [-0.0477, -0.1293, -0.3347], [0.1646, -0.2477, 0.2652]]}